DFT (ωB97M-V/def2-TZVPD) results for a cluster of 2 separate species, C5H17N2O in total in a non-equilibrium geometry.

Computed properties:
E_HOMO ... -0.4778 Eh
Gap between HOMO and LUMO ... 0.36533 Ha
Charge ... +1
E_tot ... -10482.1945 eV
Energy above the lowest of the compared OMol25 structures with the same formula, charge and spin ... 17.1 kcal/mol
LUMO ... -0.1124 Ha

```
25
Properties=species:S:1:pos:R:3:forces:R:3
O 1.1611 -2.0786 -1.7358 -0.13 -0.08 0.26
N -0.6226 -1.7156 0.6723 -1.08 1.21 -0.83
N -0.6049 1.0414 -0.3928 1.25 -0.24 -0.52
C -0.8046 -0.4844 1.5508 0.89 0.06 0.02
C 0.5596 1.3888 -1.2460 0.43 -0.35 -0.06
C -0.2060 0.7983 0.9891 -0.52 0.51 -0.08
C 0.1508 2.0917 -2.5182 -0.41 -0.30 -0.69
C -0.2342 -0.8471 2.9100 0.23 -0.32 -0.12
H -0.2459 1.4137 -3.2751 0.15 -0.26 0.04
H 1.8021 -2.7854 -1.6023 0.05 0.02 -0.14
H -0.0371 0.0565 3.4875 -0.36 -0.24 0.24
H -0.6765 2.7854 -2.3773 0.14 0.36 0.33
H 1.0795 -1.9902 -2.6916 0.00 0.01 0.00
H 1.2896 2.0102 -0.7333 -0.14 0.46 0.48
H -0.7243 -1.4730 -0.3269 0.05 0.19 0.14
H -0.6358 1.5590 1.6434 -0.10 0.11 0.08
H -1.3980 -2.3299 0.9150 0.41 -0.52 -0.07
H 0.2840 -2.1459 0.7545 0.35 -0.35 0.27
H 0.9854 2.6238 -2.9762 -0.06 0.00 0.15
H 0.7328 -1.3547 2.8044 0.08 0.32 -0.23
H 1.1405 0.4941 -1.4471 -0.12 -0.36 -0.26
H 0.8578 0.9412 1.1376 0.43 -0.56 -0.10
H -0.8358 -1.5952 3.4221 -0.31 0.39 0.35
H -1.1508 1.8707 -0.4827 -0.92 0.36 0.45
H -1.8666 -0.2747 1.5186 -0.33 -0.44 0.31
```
Positions in Å, forces in eV/Å.

Charges computed using Mulliken, reported in e: -0.60, -0.27, -0.39, 0.16, -0.28, -0.99, -1.24, -1.39, 0.31, 0.29, 0.37, 0.35, 0.31, 0.31, 0.32, 0.40, 0.39, 0.35, 0.35, 0.42, 0.29, 0.46, 0.41, 0.30, 0.36

---

DFT (ωB97M-V/def2-TZVPD) results for a cluster of 2 separate species, CH3NS in total in a non-equilibrium geometry.

Computed properties:
E_HOMO ... -0.3414 Eh
SMILES ... C#N.S
Gap between HOMO and LUMO ... 0.37381 Ha
Charge ... 0
E_tot ... -13409.8522 eV
Energy above the lowest of the compared OMol25 structures with the same formula, charge and spin ... 23.1 kcal/mol
LUMO ... 0.0324 Ha

```
6
Properties=species:S:1:pos:R:3:forces:R:3
S 2.5356 0.1570 -0.3072 -0.08 -0.03 0.30
N -0.9151 -0.4208 0.3900 -0.20 -0.28 -0.25
C -1.9988 -0.0674 0.4870 2.02 -0.38 0.06
H 1.3271 -0.1566 0.1633 0.01 -0.06 0.65
H -2.8680 0.4127 0.7333 -1.91 0.66 0.20
H 1.9192 0.0751 -1.4664 0.16 0.09 -0.96
```
Positions in Å, forces in eV/Å.

Charges computed using Mulliken, reported in e: -0.28, -0.31, -0.01, 0.19, 0.28, 0.13

---

E_tot of number 1 (C5H17N2O)?
-10482.1945 eV